Entry 1:
{"formula": "C27H31GeN2O3Rh", "method": "wB97M-V/def2-TZVPD", "largest_force_ev_per_a": 0.767, "homo_energy_ev": -5.50, "total_charge": 0, "lumo_energy_ev": 0.299, "species": ["Rh", "C", "N", "C", "C", "O", "C", "O", "C", "C", "O", "N", "C", "C", "H", "H", "H", "H", "H", "H", "H", "H", "H", "H", "H", "H", "H", "H", "H", "H", "C", "Ge", "C", "C", "C", "C", "C", "C", "C", "C", "C", "C", "C", "C", "C", "C", "C", "C", "C", "C", "H", "H", "H", "H", "H", "H", "H", "H", "H", "H", "H", "H", "H", "H", "H"], "coordinates": [[0.460, -0.793, -0.744], [-0.332, -1.293, -5.488], [0.970, -0.712, -5.179], [1.736, -0.035, -6.213], [1.343, -0.709, -3.881], [0.645, -1.233, -3.026], [2.665, -0.023, -3.555], [2.932, -0.029, -2.186], [3.958, -0.847, -1.715], [3.398, -2.068, -0.980], [2.196, -2.298, -0.985], [4.271, -2.864, -0.329], [3.776, -4.016, 0.406], [5.713, -2.763, -0.438], [-0.466, -1.291, -6.567], [-1.136, -0.726, -5.019], [-0.388, -2.315, -5.118], [1.258, -0.216, -7.171], [2.757, -0.416, -6.278], [1.777, 1.046, -6.060], [2.614, 1.015, -3.895], [3.462, -0.513, -4.129], [4.576, -0.264, -1.029], [4.601, -1.198, -2.532], [2.705, -3.921, 0.543], [4.269, -4.057, 1.378], [3.989, -4.942, -0.136], [6.022, -1.827, -0.890], [6.115, -3.585, -1.038], [6.158, -2.817, 0.557], [-0.370, 0.174, 0.330], [-1.651, 0.921, 1.658], [-3.226, 1.552, 0.691], [-4.237, 2.268, 1.332], [-5.352, 2.710, 0.635], [-5.469, 2.445, -0.723], [-4.469, 1.739, -1.376], [-3.356, 1.294, -0.674], [-0.920, 2.429, 2.663], [-0.567, 3.595, 1.980], [0.026, 4.659, 2.642], [0.279, 4.575, 4.005], [-0.064, 3.425, 4.698], [-0.655, 2.359, 4.029], [-2.121, -0.504, 2.903], [-3.007, -0.273, 3.957], [-3.348, -1.290, 4.838], [-2.806, -2.558, 4.675], [-1.928, -2.801, 3.629], [-1.587, -1.783, 2.748], [-4.152, 2.498, 2.389], [-6.128, 3.264, 1.149], [-6.337, 2.792, -1.271], [-4.557, 1.532, -2.436], [-2.581, 0.737, -1.189], [-0.762, 3.678, 0.916], [0.294, 5.555, 2.095], [0.746, 5.404, 4.523], [0.131, 3.353, 5.761], [-0.909, 1.462, 4.583], [-3.441, 0.711, 4.099], [-4.038, -1.094, 5.650], [-3.070, -3.353, 5.361], [-1.506, -3.790, 3.496], [-0.903, -1.979, 1.929]], "forces_ev_per_angstrom": [[0.486, 0.439, -0.400], [0.017, 0.004, -0.005], [0.022, 0.019, -0.017], [-0.022, 0.000, 0.005], [-0.023, -0.035, -0.069], [-0.158, -0.057, 0.119], [-0.016, -0.099, -0.110], [0.058, 0.183, 0.048], [0.044, -0.198, -0.012], [-0.064, 0.012, 0.009], [-0.077, -0.090, 0.125], [0.044, -0.015, -0.031], [0.014, -0.003, -0.015], [0.006, 0.009, 0.020], [-0.018, -0.011, 0.003], [0.005, 0.010, 0.002], [0.009, -0.002, 0.005], [0.011, -0.003, -0.008], [0.001, -0.002, 0.016], [-0.012, 0.000, 0.007], [-0.004, 0.018, 0.034], [0.017, 0.024, 0.018], [-0.042, 0.047, 0.012], [0.019, 0.042, 0.009], [-0.004, 0.016, -0.004], [-0.004, -0.011, 0.000], [-0.003, -0.001, 0.003], [-0.023, 0.005, -0.002], [0.000, -0.004, 0.004], [-0.001, -0.003, 0.000], [-0.417, -0.370, 0.363], [0.141, 0.107, -0.126], [-0.054, 0.026, -0.063], [0.010, 0.033, 0.004], [0.013, -0.008, -0.007], [0.003, 0.004, 0.005], [-0.005, 0.005, 0.009], [-0.025, -0.039, -0.004], [0.132, 0.017, 0.001], [-0.066, 0.035, 0.000], [-0.004, -0.005, 0.019], [0.006, 0.000, -0.003], [-0.013, -0.003, -0.017], [0.002, -0.011, 0.008], [-0.054, -0.054, 0.056], [-0.012, -0.032, 0.009], [0.007, 0.007, -0.014], [-0.002, 0.006, -0.002], [0.011, -0.011, -0.007], [-0.008, 0.025, 0.021], [0.010, 0.001, -0.005], [0.002, 0.001, -0.003], [0.001, -0.005, 0.001], [0.002, -0.002, 0.003], [0.017, 0.009, 0.015], [0.004, -0.025, 0.002], [-0.003, -0.002, -0.002], [-0.011, 0.003, 0.001], [0.000, 0.001, -0.001], [0.013, -0.009, -0.009], [0.008, 0.000, -0.009], [0.003, -0.002, 0.000], [0.000, -0.001, -0.004], [-0.004, 0.001, 0.000], [0.010, 0.006, -0.008]]}



Entry 2:
{"formula": "C2H2Cl2O2S", "method": "wB97M-V/def2-TZVPD", "largest_force_ev_per_a": 3.429, "homo_energy_ev": -9.72, "total_charge": 0, "lumo_energy_ev": 0.107, "species": ["C", "C", "O", "O", "S", "Cl", "Cl", "H", "H"], "coordinates": [[0.062, -1.170, 0.483], [-3.848, -0.003, 0.508], [-1.218, -2.085, -1.499], [-2.762, 0.121, 0.944], [-0.571, -0.900, -0.942], [-5.282, -0.167, 1.385], [-4.205, -0.218, -1.214], [-0.185, -2.184, 1.019], [0.637, -0.351, 1.119]], "forces_ev_per_angstrom": [[0.799, -0.454, 3.304], [0.576, -0.598, -1.134], [-0.429, -0.261, -0.224], [-0.360, 0.324, 0.036], [0.559, 0.352, -0.197], [-0.800, 0.097, 0.938], [0.366, 0.261, 0.226], [0.713, 2.018, -1.177], [-1.424, -1.738, -1.772]]}



Entry 3:
{"formula": "C26H78O13", "method": "wB97M-V/def2-TZVPD", "largest_force_ev_per_a": 2.256, "homo_energy_ev": -9.37, "total_charge": 0, "lumo_energy_ev": -0.026, "species": ["C", "C", "O", "H", "H", "H", "H", "H", "H", "C", "C", "O", "H", "H", "H", "H", "H", "H", "C", "C", "O", "H", "H", "H", "H", "H", "H", "C", "C", "O", "H", "H", "H", "H", "H", "H", "C", "C", "O", "H", "H", "H", "H", "H", "H", "C", "C", "O", "H", "H", "H", "H", "H", "H", "C", "C", "O", "H", "H", "H", "H", "H", "H", "C", "C", "O", "H", "H", "H", "H", "H", "H", "C", "C", "O", "H", "H", "H", "H", "H", "H", "C", "C", "O", "H", "H", "H", "H", "H", "H", "C", "C", "O", "H", "H", "H", "H", "H", "H", "C", "C", "O", "H", "H", "H", "H", "H", "H", "C", "C", "O", "H", "H", "H", "H", "H", "H"], "coordinates": [[-0.358, 4.034, 1.226], [-1.142, 5.024, 2.051], [-0.685, 5.028, 3.403], [-0.695, 3.011, 1.443], [0.727, 4.073, 1.267], [-0.593, 4.103, 0.157], [-2.202, 4.757, 2.034], [-0.994, 6.017, 1.615], [-1.442, 5.005, 3.990], [-0.752, -0.465, -0.881], [0.108, 0.387, 0.053], [1.116, -0.401, 0.675], [-0.748, -0.205, -1.943], [-1.804, -0.363, -0.614], [-0.428, -1.505, -0.823], [-0.552, 0.775, 0.835], [0.536, 1.232, -0.493], [1.260, -0.025, 1.561], [3.672, 4.422, 0.594], [3.365, 3.895, -0.807], [2.090, 3.249, -0.819], [3.055, 3.933, 1.339], [3.600, 5.514, 0.593], [4.717, 4.307, 0.902], [4.126, 3.150, -1.057], [3.357, 4.733, -1.503], [1.585, 3.638, -1.549], [6.063, -0.635, 0.333], [4.685, -0.055, 0.254], [3.813, -1.021, -0.335], [6.510, -0.618, -0.656], [6.061, -1.651, 0.735], [6.648, -0.071, 1.065], [4.728, 0.794, -0.449], [4.188, 0.361, 1.134], [2.890, -0.743, -0.364], [2.590, -3.934, 3.417], [1.849, -2.758, 2.822], [1.156, -3.165, 1.639], [3.166, -3.640, 4.296], [3.193, -4.526, 2.731], [1.858, -4.655, 3.800], [2.472, -1.864, 2.704], [1.081, -2.403, 3.526], [0.955, -2.313, 1.209], [1.643, -3.243, -2.681], [1.887, -4.170, -3.873], [3.127, -3.865, -4.512], [1.696, -2.174, -2.857], [2.364, -3.605, -1.941], [0.658, -3.475, -2.263], [1.122, -3.978, -4.633], [1.860, -5.235, -3.635], [3.820, -3.847, -3.843], [-0.123, 2.787, -3.801], [-0.385, 4.253, -3.480], [0.786, 4.786, -2.852], [-0.937, 2.361, -4.382], [-0.021, 2.278, -2.839], [0.814, 2.661, -4.340], [-1.235, 4.354, -2.798], [-0.617, 4.833, -4.378], [0.751, 5.746, -2.886], [-1.460, -0.988, -5.051], [-1.459, 0.000, -6.207], [-0.566, -0.417, -7.243], [-2.113, -0.629, -4.258], [-0.455, -1.212, -4.679], [-1.728, -1.951, -5.497], [-1.133, 1.001, -5.889], [-2.443, 0.096, -6.667], [0.196, -0.841, -6.837], [-2.598, -3.960, -3.012], [-2.342, -5.447, -2.764], [-0.919, -5.650, -2.826], [-2.060, -3.610, -3.889], [-2.294, -3.308, -2.191], [-3.680, -3.804, -3.088], [-2.765, -6.093, -3.535], [-2.711, -5.740, -1.778], [-0.599, -5.766, -1.927], [-3.151, 1.973, 5.408], [-1.968, 1.995, 4.440], [-2.030, 0.874, 3.569], [-2.988, 2.598, 6.289], [-3.261, 0.957, 5.800], [-4.112, 2.199, 4.945], [-1.100, 2.018, 5.098], [-2.014, 2.914, 3.860], [-2.478, 1.191, 2.768], [-5.302, -0.138, 2.220], [-4.559, 0.643, 1.164], [-4.029, 1.854, 1.724], [-4.639, -0.485, 3.011], [-5.583, -1.073, 1.720], [-6.200, 0.357, 2.577], [-5.139, 0.850, 0.260], [-3.739, 0.007, 0.800], [-3.648, 2.375, 1.008], [2.904, 1.882, 3.138], [1.514, 1.781, 3.730], [0.939, 0.518, 3.403], [3.325, 2.849, 3.426], [2.892, 1.828, 2.047], [3.658, 1.142, 3.419], [0.945, 2.587, 3.261], [1.519, 1.937, 4.810], [-0.017, 0.577, 3.560], [-2.872, -2.771, 0.787], [-2.079, -3.889, 1.413], [-2.810, -5.133, 1.270], [-2.355, -1.833, 0.988], [-3.846, -2.767, 1.284], [-2.980, -2.915, -0.284], [-1.892, -3.744, 2.475], [-1.181, -4.040, 0.809], [-2.630, -5.696, 2.024]], "forces_ev_per_angstrom": [[-0.593, -1.080, -0.706], [0.424, 0.148, -0.094], [0.194, -0.068, -0.056], [0.353, 0.028, 0.378], [-0.017, 0.231, 0.371], [-0.063, 0.463, 0.052], [-0.057, 0.174, -0.188], [-0.265, 0.088, 0.181], [-0.025, 0.119, 0.054], [-0.201, -0.075, -0.316], [-0.556, 0.108, -0.251], [0.063, 0.066, -0.199], [0.528, 0.244, 0.062], [0.013, -0.357, 0.172], [-0.247, -0.051, 0.121], [0.130, 0.171, 0.047], [0.215, 0.017, 0.204], [0.006, -0.055, 0.169], [0.717, 0.786, -0.176], [0.037, -0.450, 0.665], [0.009, 0.146, -0.154], [-0.160, 0.235, 0.040], [-0.708, -0.093, 0.366], [-0.015, -0.527, -0.224], [-0.047, 0.156, -0.408], [0.220, -0.199, -0.263], [0.047, 0.018, 0.129], [0.086, -0.130, 1.115], [-1.604, 0.583, -1.477], [0.443, -0.650, -0.175], [0.227, -0.091, 0.078], [-0.203, -0.072, -0.246], [0.225, 0.208, -0.377], [0.115, 0.119, 0.196], [0.645, -0.367, 0.512], [0.099, 0.310, 0.404], [-0.596, -0.538, 0.553], [-0.641, -0.036, 0.460], [0.478, 0.809, -0.025], [0.212, 0.112, -0.178], [0.237, 0.497, -0.235], [-0.072, 0.089, -0.062], [0.296, -0.294, -0.586], [0.172, -0.205, 0.240], [-0.029, -0.417, -0.233], [-0.120, -1.776, 0.526], [-0.183, 1.143, -0.742], [0.124, -0.001, -0.079], [0.337, -0.024, -0.295], [0.012, 0.774, 0.321], [-0.017, 0.074, -0.029], [0.092, -0.231, -0.037], [-0.210, 0.128, 0.371], [-0.079, -0.008, -0.005], [0.061, 0.540, 0.563], [0.035, -0.050, -0.275], [-0.013, -0.077, -0.097], [-0.043, -0.023, 0.136], [-0.062, -0.327, -0.155], [-0.021, 0.088, -0.113], [-0.055, -0.076, -0.020], [0.059, -0.075, -0.062], [0.015, 0.010, 0.090], [0.243, -0.257, -0.932], [1.012, 0.272, -0.036], [-0.312, -0.101, -0.071], [-0.067, -0.435, 0.124], [0.051, 0.615, 0.232], [-0.680, 0.040, 0.422], [-0.255, -0.149, 0.093], [-0.011, -0.094, 0.077], [0.035, 0.048, 0.011], [-0.767, -0.232, 0.234], [0.999, 0.719, 0.161], [-0.048, -0.299, 0.225], [-0.218, -0.127, -0.223], [0.310, -0.342, 0.160], [0.084, 0.136, -0.406], [-0.235, 0.211, 0.047], [-0.177, -0.085, -0.122], [0.081, -0.003, -0.042], [-0.289, -0.656, 0.218], [-1.455, 0.450, 0.884], [0.792, 0.077, -0.107], [-0.020, 0.275, -0.190], [0.147, -0.006, -0.043], [0.116, 0.245, -0.107], [0.535, -0.371, -0.617], [0.341, 0.073, -0.073], [-0.193, -0.164, 0.139], [0.024, -0.697, -0.814], [0.605, -0.321, -0.143], [0.166, 0.065, -0.117], [-0.009, 0.500, 0.246], [-0.343, 0.114, 0.081], [0.088, 0.070, 0.199], [-0.389, 0.181, 0.298], [0.087, 0.125, 0.149], [-0.075, 0.014, 0.031], [0.594, 0.093, -0.086], [0.382, 0.000, -0.500], [-0.064, 0.031, -0.074], [-0.022, 0.058, -0.123], [-0.323, 0.197, -0.001], [-0.436, -0.239, 0.488], [-0.247, 0.034, 0.219], [0.052, -0.053, 0.084], [-0.083, -0.179, -0.139], [-0.237, -0.184, 0.891], [-0.039, -1.188, -0.884], [-0.423, 0.290, -0.143], [-0.060, 0.061, -0.076], [-0.092, 0.250, -0.276], [-0.111, 0.022, -0.001], [0.369, 0.355, -0.123], [0.431, 0.307, 0.671], [0.114, -0.004, 0.048]]}



We obtain energy relative to the best compared isomer or geometry (same formula, charge and spin) values of 0.0000; 1.5798; 2.8921 eV for the records listed above, in that order.
We obtain Kohn-Sham gap values of 0.213; 0.361; 0.343 Eh for the records listed above, in that order.